# C4H4N2O3

C4H4N2O3 as an isolated structure at a distorted geometry (ωB97M-V/def2-TZVPD, OMol25).

Summary:
* orbital gap: 0.24022 Eh
* F_max: 6.9 eV/Å
* LUMO: -1.29 eV

The geometry in XYZ format:
```
13
Properties=species:S:1:pos:R:3:forces:R:3:mulliken_charge:R:1
C -0.296498 1.157123 0.885008 2.0 -3.7 1.7 0.361
C 0.243369 0.257037 1.806957 2.5 1.2 3.1 -0.198
C -0.026760 -0.971972 0.200405 4.1 -2.4 0.7 0.448
C 0.296258 -1.048790 -2.166596 -0.8 0.5 2.5 -0.005
H 0.259072 3.310204 1.798689 -2.7 -4.3 -3.3 0.438
H 0.867088 0.408300 2.826896 -2.3 0.9 -2.2 0.279
H -0.456079 -1.812479 -2.787882 1.9 2.7 1.3 0.243
H 1.355972 -0.777147 -2.575879 -2.4 -0.6 0.2 0.219
N 0.600102 -1.060099 1.442414 -4.1 1.6 -5.3 -0.522
N -0.736648 0.126272 -0.199867 1.9 2.2 -1.0 0.036
O -0.514976 2.462861 0.994553 1.0 3.7 1.7 -0.660
O 0.534392 -1.684342 -0.873395 -1.3 0.7 0.0 -0.322
O -0.315472 0.352422 -1.660446 0.0 -2.3 0.6 -0.319
```
Forces are in eV/Å.